[1]
{"formula": "C21H25CoN3O2", "method": "ωB97M-V/def2-TZVPD", "symbols": ["Co", "C", "N", "C", "C", "C", "N", "C", "C", "C", "C", "C", "C", "C", "O", "C", "C", "C", "N", "C", "C", "C", "C", "C", "C", "C", "O", "H", "H", "H", "H", "H", "H", "H", "H", "H", "H", "H", "H", "H", "H", "H", "H", "H", "H", "H", "H", "H", "H", "H", "H", "H"], "positions_angstrom": [[0.8095, 0.4675, -0.3146], [1.1309, 3.0296, -1.5181], [0.5959, 2.6032, -0.1994], [1.3147, 3.3647, 0.8471], [1.3890, 2.6948, 2.2104], [2.2714, 1.4546, 2.1959], [1.6356, 0.3155, 1.5459], [1.3581, -0.7109, 2.2804], [0.8604, -1.9656, 1.8332], [0.4923, -2.9479, 2.7705], [0.1374, -4.2091, 2.3697], [0.1715, -4.5314, 1.0039], [0.5118, -3.5925, 0.0628], [0.8449, -2.2726, 0.4429], [1.1519, -1.4030, -0.4682], [-0.8526, 2.9111, -0.1955], [-1.6888, 2.4088, 0.9803], [-1.6221, 0.8881, 1.2203], [-1.1218, 0.2272, 0.0341], [-1.8239, -0.6090, -0.6472], [-1.4529, -1.1504, -1.9092], [-2.2608, -2.1425, -2.4945], [-1.9753, -2.6544, -3.7319], [-0.8678, -2.1558, -4.4333], [-0.0746, -1.1696, -3.9015], [-0.3271, -0.6359, -2.6198], [0.4217, 0.3230, -2.1608], [1.0197, 4.1111, -1.6431], [0.6016, 2.5228, -2.3208], [2.1878, 2.7750, -1.5887], [0.8544, 4.3532, 0.9435], [2.3377, 3.5224, 0.5030], [0.3973, 2.4423, 2.5871], [1.8337, 3.4087, 2.9055], [2.5398, 1.1952, 3.2219], [3.1938, 1.6853, 1.6565], [1.5611, -0.6487, 3.3515], [0.5007, -2.6989, 3.8259], [-0.1552, -4.9540, 3.0961], [-0.0695, -5.5386, 0.6893], [0.5294, -3.8217, -0.9952], [-1.2616, 2.4890, -1.1132], [-0.9795, 3.9980, -0.2480], [-2.7162, 2.6765, 0.7280], [-1.4504, 2.9394, 1.9018], [-2.6164, 0.5166, 1.4751], [-0.9545, 0.6552, 2.0523], [-2.7980, -0.9080, -0.2580], [-3.1248, -2.5027, -1.9472], [-2.5989, -3.4211, -4.1688], [-0.6389, -2.5528, -5.4137], [0.7776, -0.7820, -4.4441]], "forces_ev_per_angstrom": [[-1.058, -1.670, 0.316], [-0.037, 0.252, -0.200], [0.138, -0.955, -0.632], [0.077, -0.061, 0.383], [0.031, -0.117, -0.197], [-0.025, 0.212, 0.056], [-0.917, 0.327, -0.697], [0.185, -0.108, -0.013], [-0.223, -0.004, -0.533], [-0.003, -0.129, 0.123], [-0.026, -0.018, 0.077], [0.036, 0.090, 0.069], [0.100, 0.262, -0.216], [-0.177, -0.383, 0.810], [-0.035, 1.517, -0.390], [-0.336, 0.040, 0.039], [0.052, -0.066, -0.004], [0.023, 0.266, 0.131], [1.466, -0.175, 0.217], [0.071, 0.021, -0.293], [0.380, 0.098, -0.138], [-0.089, -0.106, -0.009], [-0.036, -0.033, -0.023], [-0.120, 0.005, 0.111], [0.226, 0.275, 0.148], [-0.638, -0.662, -0.166], [0.540, 0.937, 0.970], [0.036, 0.003, 0.083], [0.006, 0.013, 0.110], [0.008, 0.003, 0.047], [-0.041, -0.014, -0.128], [-0.013, 0.009, -0.062], [0.086, 0.029, 0.101], [-0.057, 0.045, -0.004], [0.057, -0.107, -0.038], [0.061, -0.056, 0.079], [0.151, 0.068, -0.025], [0.020, 0.020, -0.013], [0.035, 0.003, 0.004], [-0.049, 0.016, -0.022], [0.003, -0.040, 0.013], [0.047, 0.015, -0.013], [0.094, 0.000, -0.091], [0.002, 0.059, 0.020], [-0.048, 0.037, -0.032], [0.040, -0.109, -0.020], [-0.065, -0.004, -0.044], [-0.024, 0.183, 0.069], [0.022, 0.004, 0.025], [0.003, 0.002, 0.011], [0.032, 0.018, -0.003], [-0.009, -0.013, -0.004]], "lowdin_charge": [0.761, -0.058, -0.232, -0.167, -0.147, -0.184, -0.013, -0.066, -0.145, -0.033, -0.074, -0.048, 0.010, -0.317, -0.071, -0.177, -0.131, -0.162, 0.002, -0.025, -0.144, -0.033, -0.076, -0.048, 0.010, -0.312, -0.105, 0.109, 0.082, 0.103, 0.137, 0.126, 0.096, 0.130, 0.122, 0.129, 0.144, 0.119, 0.109, 0.115, 0.125, 0.126, 0.135, 0.124, 0.106, 0.129, 0.102, 0.153, 0.119, 0.108, 0.115, 0.123], "total_charge": 1, "e_lumo_ev": [-4.456, -4.365], "total_energy_ha": -2512.5331, "gap_ha": [0.241, 0.242]}


[2]
{"formula": "C21H25MnN3O3", "method": "ωB97M-V/def2-TZVPD", "symbols": ["C", "C", "H", "H", "C", "C", "H", "H", "C", "H", "H", "H", "C", "H", "H", "H", "Mn", "O", "C", "O", "C", "O", "N", "C", "C", "H", "H", "H", "H", "C", "C", "H", "H", "H", "N", "C", "C", "C", "C", "C", "C", "C", "C", "N", "C", "H", "H", "H", "H", "H", "H", "H", "H"], "positions_angstrom": [[1.3019, 4.4479, -2.8401], [1.4673, 3.9748, -4.1257], [2.1398, 4.6008, -2.1495], [0.3154, 4.7334, -2.4468], [1.1838, 2.6069, -4.5049], [1.0557, 1.6205, -3.5788], [1.2570, 1.8128, -2.5251], [0.7096, 0.6326, -3.8776], [1.8941, 4.8806, -5.2572], [2.1631, 5.8806, -4.9075], [1.0925, 4.9886, -6.0002], [2.7628, 4.4493, -5.7721], [0.9881, 2.2343, -5.9640], [1.9280, 2.2768, -6.5284], [0.2407, 2.8760, -6.4530], [0.6444, 1.1964, -5.9896], [-0.2687, -0.8709, 2.2486], [0.0653, 0.3227, 0.7042], [-0.9197, 1.1493, 0.6161], [-2.3124, -1.1274, 1.6834], [-2.7685, -0.4500, 0.7335], [-3.8942, -0.7370, 0.1173], [-2.1745, 0.6829, 0.1990], [-4.1674, 0.3158, -0.8889], [-2.9743, 1.2290, -0.9109], [-5.0731, 0.8380, -0.5698], [-4.3436, -0.1858, -1.8441], [-3.2069, 2.2740, -0.7116], [-2.4285, 1.1371, -1.8566], [-0.7757, 2.4796, 1.0903], [0.3233, 2.8354, 1.8001], [-1.5797, 3.1860, 0.8654], [1.2044, 2.1980, 1.8906], [0.3412, 3.8122, 2.2821], [0.8354, -2.3937, 1.1327], [1.0220, -3.5402, 1.9851], [1.3643, -4.7898, 1.5157], [1.3735, -5.8777, 2.4148], [1.0603, -5.7030, 3.7547], [0.7303, -4.4199, 4.2724], [0.3513, -4.1547, 5.6054], [-0.0115, -2.8714, 5.9785], [-0.0604, -1.8469, 5.0287], [0.2356, -2.1033, 3.7334], [0.7121, -3.3372, 3.3495], [1.7006, -1.8709, 0.9613], [0.4812, -2.6320, 0.2031], [1.6112, -4.9223, 0.4604], [1.6251, -6.8677, 2.0381], [1.0491, -6.5486, 4.4411], [0.3462, -4.9742, 6.3219], [-0.2860, -2.6311, 7.0008], [-0.3317, -0.8167, 5.2740]], "forces_ev_per_angstrom": [[-0.253, 1.018, 3.139], [0.214, -1.836, -3.548], [-0.219, -0.107, -0.193], [0.356, 0.032, -0.251], [0.070, 0.540, 0.176], [-0.400, -0.115, 0.392], [-0.091, -0.057, -0.154], [0.300, 0.097, 0.134], [-0.085, 0.332, 0.138], [-0.043, -0.160, -0.028], [0.144, 0.009, 0.065], [-0.161, 0.105, 0.051], [0.034, -0.010, 0.227], [-0.223, 0.137, 0.079], [0.299, -0.193, 0.080], [-0.014, 0.182, -0.204], [0.509, -1.921, -0.639], [-2.319, 1.316, -0.109], [1.717, -2.028, 0.089], [-0.191, 1.185, -1.080], [0.509, -0.941, 0.416], [0.756, 0.899, 0.061], [0.282, -0.294, 0.166], [-1.283, -0.590, 0.078], [0.922, 0.454, -0.033], [0.097, -0.292, -0.021], [0.034, 0.063, 0.299], [-0.180, -0.036, -0.172], [0.072, 0.156, 0.280], [0.297, 1.429, -0.106], [-0.588, 0.211, -0.506], [0.208, -0.220, 0.472], [-0.390, 0.060, 0.095], [0.144, -0.189, -0.174], [-0.062, 1.228, 0.006], [-0.033, -0.621, -0.021], [-0.107, 0.629, 0.318], [-0.081, -0.147, 0.723], [0.212, -0.117, -0.371], [0.150, 0.166, -0.825], [-0.058, 0.359, -0.016], [0.045, -0.038, 0.329], [0.453, -0.972, -1.224], [-0.158, 0.839, 0.988], [-0.764, -0.059, 0.434], [0.024, -0.378, 0.022], [-0.021, -0.029, 0.368], [-0.098, -0.066, 0.311], [-0.074, 0.228, 0.153], [0.066, 0.122, -0.231], [-0.015, 0.220, -0.059], [0.076, -0.161, -0.117], [-0.081, -0.437, -0.008]], "lowdin_charge": [0.033, -0.322, 0.074, 0.071, -0.339, 0.019, 0.036, 0.047, -0.046, 0.082, 0.087, 0.093, -0.059, 0.091, 0.088, 0.071, 0.949, -0.066, -0.317, 0.044, -0.426, 0.129, 0.076, -0.032, -0.047, 0.148, 0.149, 0.140, 0.147, -0.039, 0.171, 0.132, 0.097, 0.103, 0.070, -0.218, 0.022, -0.022, 0.018, -0.126, 0.055, -0.011, -0.057, -0.027, -0.141, 0.131, 0.135, 0.135, 0.127, 0.133, 0.142, 0.126, 0.129], "total_charge": 2, "e_lumo_ev": [-7.860, -7.831], "total_energy_ha": -2355.5269, "gap_ha": [0.108, 0.206], "spin_multiplicity": 6}


[3]
{"formula": "C21H25N2O3P2ReS", "method": "ωB97M-V/def2-TZVPD", "symbols": ["Re", "O", "C", "O", "C", "P", "C", "C", "C", "C", "C", "C", "C", "C", "C", "C", "C", "C", "H", "H", "H", "H", "H", "H", "H", "H", "H", "H", "H", "H", "C", "P", "C", "C", "O", "H", "H", "H", "H", "H", "H", "H", "H", "H", "S", "C", "N", "C", "C", "C", "N", "H", "H", "H", "H"], "positions_angstrom": [[0.3473, -0.1656, -0.0848], [3.6619, 0.9542, 1.3706], [2.7315, 1.3170, 0.7643], [2.0662, 0.4124, -0.1492], [1.9502, 2.5922, 0.8431], [0.1760, 2.1055, 0.9535], [-0.2584, 2.0725, 2.6886], [0.7051, 1.7992, 3.6614], [0.3473, 1.8059, 5.0005], [-0.9654, 2.0754, 5.3681], [-1.9247, 2.3448, 4.4016], [-1.5770, 2.3390, 3.0576], [-0.7411, 3.3864, 0.1207], [-0.7570, 4.6589, 0.6998], [-1.3323, 5.7088, 0.0038], [-1.9031, 5.4870, -1.2468], [-1.8810, 4.2235, -1.8204], [-1.3016, 3.1668, -1.1360], [2.0728, 3.1495, -0.0881], [2.2933, 3.1972, 1.6765], [1.7401, 1.6213, 3.3827], [1.0944, 1.6259, 5.7636], [-1.2379, 2.0855, 6.4158], [-2.9396, 2.5796, 4.6973], [-2.3196, 2.5726, 2.3020], [-0.3213, 4.8319, 1.6777], [-1.3322, 6.7009, 0.4348], [-2.3694, 6.3066, -1.7770], [-2.3121, 4.0676, -2.8004], [-1.2725, 2.1803, -1.5895], [-3.6433, -0.1682, -1.9801], [-2.9742, -1.0160, -0.5810], [-3.9271, -0.7241, 0.8808], [-2.8663, -2.7498, -0.9066], [-1.5022, -0.4190, -0.2914], [-4.6961, -0.4465, -2.0810], [-3.1124, -0.4650, -2.8864], [-3.5689, 0.9119, -1.8410], [-4.9486, -1.0799, 0.7170], [-3.9502, 0.3443, 1.1037], [-3.4913, -1.2686, 1.7203], [-3.8907, -3.1094, -1.0545], [-2.4272, -3.2780, -0.0602], [-2.2954, -2.9440, -1.8154], [0.9100, -2.4988, -0.6030], [1.6832, -2.4751, 0.9289], [2.4909, -3.4648, 1.3489], [3.1398, -3.3998, 2.5351], [2.9735, -2.2971, 3.3257], [2.1095, -1.3098, 2.8644], [1.4683, -1.4067, 1.6943], [2.6261, -4.2730, 0.7470], [3.7667, -4.2413, 2.8004], [3.4918, -2.2053, 4.2691], [1.9197, -0.4170, 3.4472]], "forces_ev_per_angstrom": [[0.280, -1.399, 1.457], [0.392, -0.293, 0.135], [-0.333, 0.089, -0.118], [0.462, 0.703, -0.255], [-0.111, -0.256, -0.114], [-0.111, 0.244, -0.370], [-0.045, 0.018, 0.015], [-0.038, 0.049, 0.023], [0.087, -0.054, 0.019], [-0.035, -0.013, 0.049], [-0.042, -0.020, -0.044], [-0.010, -0.031, 0.063], [-0.001, -0.013, 0.125], [-0.062, 0.063, -0.132], [-0.043, -0.007, 0.006], [0.026, 0.045, 0.067], [-0.089, -0.031, -0.030], [0.045, -0.007, 0.000], [-0.015, 0.003, -0.046], [0.039, 0.074, 0.049], [-0.025, 0.157, 0.057], [-0.016, 0.007, -0.021], [0.013, 0.034, -0.031], [0.033, -0.026, -0.019], [0.025, 0.052, 0.047], [-0.009, 0.002, -0.022], [-0.045, -0.004, -0.006], [0.048, 0.019, -0.013], [-0.002, 0.003, 0.011], [0.041, 0.018, -0.007], [0.057, 0.132, -0.121], [0.090, 0.258, 0.160], [-0.022, 0.081, 0.139], [0.095, -0.135, -0.030], [-0.283, 0.030, -0.267], [0.025, 0.010, -0.011], [-0.015, 0.033, -0.003], [-0.054, -0.026, 0.005], [0.050, 0.021, 0.010], [-0.034, -0.039, -0.004], [-0.034, 0.023, 0.002], [0.056, -0.009, -0.003], [-0.007, -0.017, -0.018], [-0.001, -0.016, 0.015], [0.020, 0.172, -0.280], [-0.327, -0.318, -0.375], [0.184, -0.015, 0.298], [0.017, -0.125, -0.101], [-0.080, 0.007, 0.007], [-0.144, 0.262, -0.031], [-0.028, 0.335, -0.170], [0.013, -0.001, -0.041], [0.028, -0.016, -0.056], [-0.044, 0.014, 0.000], [-0.021, -0.086, -0.021]], "lowdin_charge": [1.377, 0.215, -0.525, -0.340, -0.158, 0.984, -0.371, -0.107, -0.041, -0.025, -0.034, -0.082, -0.392, -0.067, -0.024, -0.019, -0.048, -0.107, 0.134, 0.127, 0.094, 0.125, 0.129, 0.126, 0.110, 0.124, 0.129, 0.129, 0.121, 0.075, -0.127, 0.725, -0.129, -0.144, -0.596, 0.096, 0.088, 0.070, 0.095, 0.075, 0.083, 0.098, 0.076, 0.080, 0.732, -0.734, 0.144, 0.055, 0.049, -0.011, 0.002, 0.188, 0.169, 0.147, 0.112], "total_charge": 3, "e_lumo_ev": [-11.220, -10.899], "total_energy_ha": -2308.7159, "e_above_lowest_kcal_mol": 29.5, "gap_ha": [0.221, 0.233], "spin_multiplicity": 2}


[4]
{"formula": "C21H25N3O2", "method": "ωB97M-V/def2-TZVPD", "symbols": ["C", "C", "C", "C", "C", "C", "C", "C", "C", "C", "N", "N", "C", "O", "C", "C", "O", "N", "C", "C", "C", "C", "C", "C", "C", "C", "H", "H", "H", "H", "H", "H", "H", "H", "H", "H", "H", "H", "H", "H", "H", "H", "H", "H", "H", "H", "H", "H", "H", "H", "H"], "positions_angstrom": [[0.8170, -2.0214, 0.9528], [-0.6622, -1.8779, 1.1065], [-1.5077, -3.0831, 0.7997], [-1.8192, -3.2309, -0.7020], [-0.6277, -3.6180, -1.5308], [-0.1438, -2.7803, -2.5271], [0.9645, -3.1360, -3.2766], [1.6018, -4.3421, -3.0450], [1.1161, -5.1958, -2.0683], [0.0096, -4.8372, -1.3208], [-1.3134, -0.8519, 1.4739], [-0.7294, 0.3267, 1.8687], [0.2833, 0.4912, 2.7427], [0.9671, -0.3928, 3.2174], [0.4750, 1.9506, 3.1908], [0.1352, 2.9800, 2.1372], [-1.0004, 3.1267, 1.7197], [1.1699, 3.7422, 1.7291], [1.0266, 4.7578, 0.7112], [1.4146, 4.2411, -0.6830], [0.4952, 3.1241, -1.0906], [-0.8073, 3.4052, -1.4839], [-1.6856, 2.3841, -1.7915], [-1.2675, 1.0661, -1.7230], [0.0322, 0.7764, -1.3500], [0.9049, 1.8005, -1.0255], [1.0542, -2.7852, 0.2164], [1.2673, -1.0741, 0.6617], [1.2554, -2.3006, 1.9108], [-0.9945, -3.9766, 1.1574], [-2.4536, -2.9786, 1.3318], [-2.5855, -4.0040, -0.8070], [-2.2369, -2.2904, -1.0635], [-0.6420, -1.8422, -2.7240], [1.3297, -2.4683, -4.0434], [2.4684, -4.6200, -3.6264], [1.6008, -6.1448, -1.8900], [-0.3667, -5.5127, -0.5654], [-1.3261, 1.1300, 1.6813], [1.4965, 2.0493, 3.5583], [-0.2082, 2.0951, 4.0326], [2.1043, 3.5056, 2.0222], [1.6453, 5.6173, 0.9836], [-0.0255, 5.0513, 0.7109], [1.3384, 5.0705, -1.3884], [2.4503, 3.8942, -0.6679], [-1.1360, 4.4329, -1.5405], [-2.6992, 2.6158, -2.0832], [-1.9567, 0.2682, -1.9580], [0.3683, -0.2482, -1.3088], [1.9169, 1.5661, -0.7224]], "forces_ev_per_angstrom": [[0.139, 0.127, 0.038], [0.424, -0.050, 0.192], [-0.292, 0.102, -0.190], [0.055, -0.130, 0.210], [-0.081, 0.002, -0.185], [-0.053, -0.051, 0.075], [0.102, 0.023, -0.081], [0.093, 0.022, -0.078], [0.024, -0.081, 0.049], [-0.023, 0.038, -0.024], [-0.865, -0.187, 0.190], [0.089, 0.186, -0.540], [0.104, 0.317, 0.170], [0.033, -0.133, 0.159], [-0.045, -0.275, -0.041], [0.121, -0.051, 0.344], [-0.279, 0.048, -0.015], [0.371, 0.142, -0.052], [0.022, 0.133, -0.236], [-0.219, 0.029, 0.239], [0.149, 0.015, -0.146], [0.048, -0.051, -0.049], [-0.082, 0.096, -0.022], [-0.008, -0.129, -0.018], [-0.033, -0.094, -0.019], [0.041, 0.066, -0.029], [-0.006, 0.005, -0.060], [0.070, 0.035, 0.016], [0.020, -0.002, -0.017], [-0.018, -0.065, 0.050], [0.084, -0.048, 0.051], [-0.042, 0.075, -0.026], [-0.074, -0.012, -0.025], [-0.071, 0.119, -0.001], [0.031, 0.050, -0.063], [0.064, -0.020, -0.049], [0.034, -0.074, 0.011], [-0.038, -0.070, 0.093], [0.221, -0.124, 0.100], [-0.078, -0.087, -0.027], [0.063, 0.084, -0.038], [-0.149, -0.053, 0.105], [-0.105, -0.027, -0.004], [0.142, 0.080, 0.013], [0.076, 0.017, -0.026], [0.018, 0.047, -0.051], [-0.055, 0.130, 0.012], [-0.087, 0.020, -0.028], [-0.064, -0.084, -0.026], [0.025, -0.111, 0.031], [0.104, -0.003, 0.016]], "lowdin_charge": [-0.016, -0.324, -0.135, -0.134, -0.255, -0.052, -0.079, -0.094, -0.083, -0.055, 0.113, 0.073, -0.468, 0.051, 0.004, -0.490, 0.054, 0.073, -0.166, -0.131, -0.250, -0.047, -0.073, -0.088, -0.093, -0.045, 0.072, 0.072, 0.087, 0.114, 0.113, 0.120, 0.108, 0.097, 0.103, 0.099, 0.102, 0.114, 0.127, 0.120, 0.140, 0.145, 0.121, 0.121, 0.117, 0.112, 0.117, 0.104, 0.093, 0.078, 0.113], "total_charge": 0, "e_lumo_ev": 0.670, "total_energy_ha": -1129.9943, "e_above_lowest_kcal_mol": 36.9, "gap_ha": 0.340}